## A
Computed, not measured: a structure of composition C10H11BaF10N2Sb, with ωB97M-V with the def2-TZVPD basis set.

Positions of all 35 atoms, in Å:
Ba 0.747 0.271 -1.616
C -3.149 -2.581 -0.254
N -2.526 -1.403 -0.854
C -3.281 -0.961 -2.026
C -2.329 -0.306 0.077
C -1.255 -0.587 1.131
N 0.013 -0.867 0.500
C 1.196 -0.664 1.067
C 2.364 -0.964 0.276
F 2.196 -1.547 -0.956
C 3.636 -0.668 0.676
F 4.652 -0.949 -0.121
C 3.867 -0.062 1.912
C 2.786 0.206 2.728
F 2.975 0.770 3.908
C 1.491 -0.096 2.344
F 0.507 0.183 3.179
H -4.150 -2.358 0.141
H -2.537 -2.981 0.552
H -3.242 -3.361 -1.007
H -4.318 -0.693 -1.779
H -3.301 -1.754 -2.771
H -2.812 -0.081 -2.473
H -3.221 -0.001 0.649
H -2.050 0.561 -0.539
H -1.520 -1.470 1.724
H -1.208 0.248 1.830
H 4.872 0.185 2.224
F 2.611 1.739 -1.577
Sb 1.406 3.283 -1.514
F 2.286 4.056 -2.942
F 2.444 3.971 -0.144
F 0.489 2.124 -0.227
F 0.041 4.522 -1.360
F 0.320 2.235 -2.759

**Charge**: +1
**Spin multiplicity**: 2
**LUMO (spin up / spin down)**: -3.80 / -6.29 eV
**Kohn-Sham gap (spin up / spin down)**: 8.46 / 5.97 eV



## B
Computed, not measured: a structure of composition C10H11BaF10N2Sb, with ωB97M-V with the def2-TZVPD basis set.

Positions of all 35 atoms, in Å:
Ba 0.582 0.225 -1.808
C -2.713 -2.623 -0.383
N -2.449 -1.296 -0.939
C -3.495 -0.945 -1.898
C -2.359 -0.269 0.087
C -1.311 -0.536 1.168
N -0.044 -0.927 0.602
C 1.138 -0.789 1.176
C 2.292 -1.167 0.417
F 2.139 -1.868 -0.733
C 3.566 -0.896 0.838
F 4.587 -1.274 0.084
C 3.804 -0.258 2.054
C 2.722 0.073 2.849
F 2.912 0.656 4.019
C 1.429 -0.196 2.447
F 0.431 0.131 3.252
H -3.638 -2.637 0.210
H -1.888 -2.955 0.244
H -2.818 -3.339 -1.196
H -4.492 -0.926 -1.437
H -3.509 -1.672 -2.708
H -3.308 0.045 -2.321
H -3.275 -0.094 0.673
H -2.157 0.667 -0.452
H -1.642 -1.360 1.810
H -1.242 0.335 1.820
H 4.815 -0.051 2.377
F 2.603 1.971 -1.860
Sb 1.445 3.533 -1.757
F 2.368 4.300 -3.168
F 2.552 4.203 -0.426
F 0.490 2.473 -0.416
F 0.161 4.861 -1.610
F 0.306 2.606 -3.014

**Charge**: +1
**Spin multiplicity**: 2
**LUMO (spin up / spin down)**: -3.76 / -6.20 eV
**Kohn-Sham gap (spin up / spin down)**: 9.02 / 6.64 eV



Quick look at relative energies in eV: A 1.509; B 0.000.



## A
Computed, not measured: the molecule C3H5NO4, with ωB97M-V with the def2-TZVPD basis set.

Positions of all 13 atoms, in Å:
C -1.877 -0.179 -0.092
C 0.241 0.812 0.296
C 0.523 -0.720 -0.340
N -1.188 0.647 0.587
O -2.928 -0.618 -0.356
O 0.589 1.797 -0.526
O 1.458 -0.811 -1.383
O 0.937 -1.522 0.661
H 0.754 0.874 1.220
H -1.723 1.503 0.870
H 0.868 1.233 -1.262
H 2.024 -1.515 -1.091
H 0.322 -1.500 1.416

**LUMO (spin up / spin down)**: 0.53 / 0.38 eV
**Kohn-Sham gap (spin up / spin down)**: 7.71 / 7.87 eV



## B
Computed, not measured: a cluster of 2 separate species, C3H5NO4 in total, with ωB97M-V with the def2-TZVPD basis set.

Positions of all 13 atoms, in Å:
C 1.413 -1.406 0.476
C 0.454 -0.304 0.784
C -0.495 0.265 -0.323
N -1.037 1.593 -0.216
O -0.329 2.360 0.444
O -2.117 1.822 -0.712
O 1.762 -0.031 0.384
O -1.366 -0.618 -0.720
H 1.642 -1.925 1.380
H 1.193 -2.004 -0.417
H 0.209 0.078 1.843
H 0.755 0.348 -1.755
H -2.083 -0.175 -1.167

**LUMO (spin up / spin down)**: -1.31 / -1.31 eV
**Kohn-Sham gap (spin up / spin down)**: 8.35 / 8.34 eV



Quick look at relative energies in eV: A 0.000; B 4.108.



## A
Computed, not measured: a cluster of 2 separate species, C3H5NO4 in total, with ωB97M-V with the def2-TZVPD basis set.

Positions of all 13 atoms, in Å:
C -1.602 -0.866 0.239
C -0.886 0.326 -0.069
C 0.535 0.381 -0.578
N 1.385 -0.432 0.286
O 1.167 -1.589 0.334
O 2.347 0.166 0.718
O -0.914 -0.220 1.217
O 0.797 1.749 -0.438
H -2.677 -0.680 0.420
H -1.352 -1.928 -0.031
H -1.311 1.335 -0.154
H 0.739 0.011 -1.981
H 1.771 1.748 0.037

**LUMO**: -0.44 eV
**Kohn-Sham gap**: 10.22 eV



## B
Computed, not measured: the molecule C3H5NO4, with ωB97M-V with the def2-TZVPD basis set.

Positions of all 13 atoms, in Å:
C -0.173 1.539 0.326
C 0.472 0.382 0.149
C -0.202 -0.948 -0.204
N -1.842 -0.536 -0.478
O -1.928 0.217 -1.428
O -2.665 -1.228 0.058
O 0.358 -1.510 -1.319
O -0.184 -1.798 0.811
H 0.474 2.402 0.612
H -1.151 1.743 0.013
H 1.534 0.363 0.227
H 0.616 -0.862 -1.971
H -0.598 -2.609 0.445

**SMILES**: C=CC(O)(O)[N+](=O)[O-]
**LUMO**: 0.34 eV
**Kohn-Sham gap**: 10.62 eV



## C
Computed, not measured: the molecule C3H5NO4, with ωB97M-V with the def2-TZVPD basis set.

Positions of all 13 atoms, in Å:
C 2.158 -0.712 0.065
C 0.898 0.107 0.068
C -2.528 -0.412 -0.245
H 3.306 0.802 0.269
H 2.279 -1.218 1.108
H 1.933 -1.377 -0.662
H -1.163 1.022 0.543
H -2.374 -1.484 -0.682
N -1.427 0.063 0.391
O 3.302 -0.010 -0.297
O 0.866 1.330 -0.068
O -0.265 -0.566 0.195
O -3.547 0.235 -0.162

**SMILES**: O=CNOC(=O)CO
**LUMO**: 0.51 eV
**Kohn-Sham gap**: 10.59 eV



Quick look at relative energies in eV: A 3.936; B 1.638; C 0.000.